Density functional theory data (wB97M-V/def2-TZVPD) for the molecule C2H3NOS.

Cartesian coordinates (Å):
S1 -1.400 2.871 0.826
O1 -2.388 0.058 0.070
N1 -0.263 -0.743 -0.183
C1 -1.171 0.237 0.023
C2 -0.507 1.668 0.307
H1 -0.646 -1.781 -0.215
H2 0.685 -0.718 -0.560
H3 0.671 1.745 0.165

As for the energy above the lowest of the compared OMol25 structures with the same formula, charge and spin: 19.5 kcal/mol. For the maximum force, the calculation gives 0.084 Eh/bohr. The total charge is 0. The frontier orbital gap comes out at 8.19 eV. Its SMILES is NC(=O)C=S.

These are the natural (NBO) partial charges, in e, on atoms 1 to 4:
1. S 0.2029
2. O -0.5728
3. N -0.8343
4. C 0.6060

---

Density functional theory data (wB97M-V/def2-TZVPD) for the molecule C2H3NOS.

Cartesian coordinates (Å):
S1 0.963 -0.939 -1.437
O1 0.907 1.810 0.545
N1 -0.017 -0.395 -0.265
C1 0.391 1.277 -0.361
C2 -0.655 -0.937 0.704
H1 -1.170 -0.317 1.417
H2 0.248 1.512 -1.409
H3 -0.668 -2.011 0.806

As for the energy above the lowest of the compared OMol25 structures with the same formula, charge and spin: 52.0 kcal/mol. For the maximum force, the calculation gives 0.056 Eh/bohr. The total charge is 0. The frontier orbital gap comes out at 8.45 eV. Its SMILES is C=[N+]([S-])C=O.

These are the natural (NBO) partial charges, in e, on atoms 1 to 4:
1. S -0.0898
2. O -0.4655
3. N -0.4962
4. C 0.5568

---

Density functional theory data (wB97M-V/def2-TZVPD) for the molecule C2H3NOS.

Cartesian coordinates (Å):
S1 0.146 -1.595 0.055
O1 -1.593 0.542 -0.049
N1 1.343 -0.520 -0.183
C1 -1.251 -0.666 -0.045
C2 1.194 0.781 0.023
H1 2.228 1.201 -0.143
H2 -2.280 -1.117 -0.292
H3 0.213 1.375 0.633

As for the energy above the lowest of the compared OMol25 structures with the same formula, charge and spin: 69.1 kcal/mol. For the maximum force, the calculation gives 0.130 Eh/bohr. The total charge is 0. The frontier orbital gap comes out at 9.52 eV. Its SMILES is C=NSC=O.

These are the natural (NBO) partial charges, in e, on atoms 1 to 4:
1. S 0.5812
2. O -0.5718
3. N -0.6338
4. C 0.0700

---

Density functional theory data (wB97M-V/def2-TZVPD) for the molecule C2H3NOS.

Cartesian coordinates (Å):
S1 2.117 0.079 -0.039
O1 0.180 -1.574 -0.241
N1 -0.420 0.671 -0.030
C1 0.731 1.089 -0.152
C2 -0.708 -0.701 0.049
H1 0.856 2.114 -0.166
H2 -1.506 -0.926 -0.593
H3 -1.250 -0.751 1.173

As for the energy above the lowest of the compared OMol25 structures with the same formula, charge and spin: 48.3 kcal/mol. For the maximum force, the calculation gives 0.069 Eh/bohr. The expectation value of S² is 2.014. The total charge is 0. The frontier orbital gap (spin up / spin down) comes out at 10.41 / 6.85 eV. Its spin multiplicity is 3.

These are the natural (NBO) partial charges, in e, on atoms 1 to 4:
1. S 0.2037
2. O -0.3574
3. N -0.4480
4. C -0.1022

---

Density functional theory data (wB97M-V/def2-TZVPD) for the molecule C2H3NOS2.

Cartesian coordinates (Å):
S1 1.822 0.979 0.598
S2 2.824 -0.101 -0.648
O1 -0.108 -1.795 0.857
N1 -0.725 -1.090 0.000
C1 0.135 0.978 0.417
C2 -0.747 0.178 -0.243
H1 -1.396 -1.559 -0.623
H2 -1.485 0.502 -1.005
H3 -0.320 1.910 0.646

As for the energy above the lowest of the compared OMol25 structures with the same formula, charge and spin: 91.8 kcal/mol. For the maximum force, the calculation gives 0.057 Eh/bohr. The total charge is 0. The frontier orbital gap (spin up / spin down) comes out at 6.99 / 7.11 eV.

These are the natural (NBO) partial charges, in e, on atoms 1 to 4:
1. S 0.4963
2. S -0.2830
3. O -0.4459
4. N -0.0088

---

Density functional theory data (wB97M-V/def2-TZVPD) for the molecule C2H3NOS2.

Cartesian coordinates (Å):
S1 1.155 -0.402 -2.336
S2 1.482 2.077 0.111
O1 -1.280 -0.714 0.786
N1 -0.269 -0.107 0.147
C1 0.526 -0.955 -0.859
C2 0.279 1.002 0.597
H1 -0.285 1.406 1.606
H2 -2.078 -0.098 0.430
H3 0.469 -2.207 -0.481

As for the energy above the lowest of the compared OMol25 structures with the same formula, charge and spin: 111.9 kcal/mol. For the maximum force, the calculation gives 0.118 Eh/bohr. The total charge is 0. The frontier orbital gap comes out at 7.12 eV. Its SMILES is ON(C=S)C=S.

These are the natural (NBO) partial charges, in e, on atoms 1 to 4:
1. S 0.1238
2. S -0.1080
3. O -0.4979
4. N -0.1956

---

For the records above, the corresponding electronic energy values read -16494.3541, -16492.9441, -16492.2014, -16490.9877, -27326.7958, -27325.9232 eV.